{
  "formula": "C3H2N2S3",
  "method": "ωB97M-V with the def2-TZVPD basis set",
  "symbols": ["N", "C", "C", "N", "S", "S", "C", "S", "H", "H"],
  "coordinates": [[-2.736, 1.927, 0.545], [-1.779, 1.325, 0.317], [-0.559, 0.588, 0.008], [0.367, 1.020, -0.754], [0.229, 2.551, -1.475], [-0.499, -0.995, 0.810], [1.039, -1.611, 0.258], [1.608, -3.056, 0.694], [1.387, 2.487, -2.105], [1.584, -0.930, -0.394]],
  "forces_ev_per_angstrom": [[0.5, -0.3, -0.1], [-0.2, 0.2, 0.0], [0.2, 0.4, -0.3], [-0.4, 0.1, 0.2], [-0.6, -0.2, 0.4], [0.2, -0.1, -0.1], [0.1, -0.2, 0.1], [-0.2, 0.3, -0.1], [0.5, -0.1, -0.2], [-0.1, 0.0, 0.1]],
  "spin_multiplicity": 1,
  "gap_ev": 8.09,
  "total_charge": 0,
  "e_tot_ha": -1419.52292,
  "de_lowest_kcal_mol": 6.9,
  "smiles": "N#C/C(=N\\S)SC=S",
  "largest_force_ev_per_a": 0.73
}

{
  "formula": "C3H2N4",
  "method": "ωB97M-V with the def2-TZVPD basis set",
  "symbols": ["N", "C", "C", "C", "N", "N", "N", "H", "H"],
  "coordinates": [[-3.073, -0.302, -0.156], [-1.923, -0.312, -0.018], [-0.585, -0.354, 0.156], [0.214, 0.754, 0.127], [1.459, 0.297, -0.151], [1.433, -1.118, -0.105], [0.226, -1.378, 0.133], [-0.202, 1.678, 0.282], [2.451, 0.735, -0.268]],
  "forces_ev_per_angstrom": [[1.1, 0.2, 0.0], [-4.7, -0.7, 0.3], [3.2, 2.2, 0.6], [1.3, -1.2, -1.1], [2.1, 0.2, 0.5], [-0.2, 2.5, 0.4], [0.1, -5.0, -1.0], [0.1, 2.5, -0.1], [-3.0, -0.7, 0.5]],
  "spin_multiplicity": 1,
  "gap_ev": 10.69,
  "total_charge": 0,
  "e_tot_ha": -334.46607,
  "de_lowest_kcal_mol": 37.0,
  "smiles": "N#Cc1c[nH]nn1",
  "largest_force_ev_per_a": 5.10
}

{
  "formula": "C3H2N4O",
  "method": "ωB97M-V with the def2-TZVPD basis set",
  "symbols": ["C", "N", "C", "N", "N", "N", "O", "C", "H", "H"],
  "coordinates": [[1.033, 0.660, -0.947], [1.020, 1.355, 0.368], [0.345, 0.667, 1.263], [-0.239, -0.443, 0.587], [-1.310, -1.139, 0.760], [-1.777, -1.412, -0.366], [-1.034, -0.970, -1.323], [0.031, -0.291, -0.699], [1.524, 1.001, -1.990], [0.407, 0.572, 2.347]],
  "forces_ev_per_angstrom": [[-2.0, 1.0, 0.7], [1.6, -1.5, -0.9], [0.6, -1.3, -1.6], [2.4, 2.9, 1.0], [-3.1, -1.4, 0.8], [-2.2, -2.2, 2.3], [3.5, 1.7, -2.0], [0.7, 0.3, -3.0], [-1.4, -0.6, 3.2], [-0.1, 1.0, -0.4]],
  "spin_multiplicity": 1,
  "gap_ev": 9.81,
  "total_charge": 0,
  "e_tot_ha": -409.61870,
  "de_lowest_kcal_mol": 68.7,
  "smiles": "c1ncn2nnoc12",
  "largest_force_ev_per_a": 4.36
}